{"formula": "C8H11N2S", "method": "ωB97M-V/def2-TZVPD", "elements": ["C", "C", "C", "C", "C", "C", "C", "C", "N", "N", "S", "H", "H", "H", "H", "H", "H", "H", "H", "H", "H", "H"], "xyz": [[-3.634, 0.339, -0.689], [1.202, 1.718, -0.036], [1.584, 0.236, 0.082], [-0.682, 0.034, 0.094], [-4.903, 0.264, -0.455], [3.979, 0.600, -0.417], [-2.112, -1.701, 0.473], [2.988, -0.254, 0.395], [0.505, -0.506, 0.159], [-1.864, -0.345, 0.339], [-0.411, 1.934, -0.074], [1.823, 2.562, -0.213], [-5.410, -0.119, 0.443], [-5.588, 0.599, -1.266], [3.681, 0.719, -1.479], [4.842, 0.011, -0.503], [4.218, 1.444, 0.079], [-1.232, -2.172, 0.055], [-3.211, -1.803, 0.039], [-2.141, -1.953, 1.562], [3.237, -0.307, 1.433], [3.129, -1.301, -0.022]], "e_homo_ev": [-12.69, -12.69], "relative_energy_ev": 6.112, "e_lumo_ev": [-6.65, -6.65], "gap_ev": [6.04, 6.04], "total_charge": 1}



{"formula": "C50H45AsGeIN2O3Pd", "method": "ωB97M-V/def2-TZVPD", "elements": ["Pd", "C", "C", "O", "C", "C", "C", "N", "N", "C", "O", "C", "C", "C", "C", "C", "C", "H", "H", "H", "H", "H", "H", "H", "H", "H", "H", "H", "H", "O", "As", "C", "C", "C", "C", "C", "C", "C", "C", "C", "C", "C", "C", "C", "C", "C", "C", "C", "C", "H", "H", "H", "H", "H", "H", "H", "H", "H", "H", "H", "H", "H", "H", "H", "C", "Ge", "C", "C", "C", "C", "C", "C", "C", "C", "C", "C", "C", "C", "C", "C", "C", "C", "C", "C", "H", "H", "H", "H", "H", "H", "H", "H", "H", "H", "H", "H", "H", "H", "H", "H", "I", "C", "H", "H"], "xyz": [[-0.609, -0.326, -0.323], [0.217, 3.957, 1.137], [0.615, 2.508, 0.907], [0.434, 1.991, -0.222], [1.162, 1.823, 2.018], [1.502, 0.475, 2.011], [2.108, -0.197, 3.215], [1.286, -0.272, 0.915], [1.864, -1.436, 0.859], [1.488, -2.279, -0.128], [0.504, -2.025, -0.901], [2.253, -3.497, -0.268], [1.980, -4.375, -1.333], [2.707, -5.531, -1.495], [3.727, -5.852, -0.604], [3.999, -4.996, 0.461], [3.277, -3.839, 0.633], [-0.305, 4.334, 0.261], [1.113, 4.552, 1.307], [-0.432, 4.041, 2.007], [1.323, 2.392, 2.924], [2.108, 0.466, 4.078], [3.134, -0.504, 3.006], [1.525, -1.094, 3.446], [1.195, -4.111, -2.026], [2.489, -6.195, -2.322], [4.302, -6.759, -0.730], [4.788, -5.246, 1.159], [3.484, -3.177, 1.460], [-0.873, -1.246, 1.798], [-2.086, -2.062, 2.507], [-3.158, -3.072, 1.247], [-2.734, -3.186, -0.072], [-3.522, -3.853, -0.991], [-4.745, -4.388, -0.604], [-5.155, -4.300, 0.718], [-4.357, -3.657, 1.644], [-1.203, -3.430, 3.582], [-0.991, -3.270, 4.947], [-0.155, -4.134, 5.627], [0.498, -5.153, 4.940], [0.314, -5.299, 3.571], [-0.533, -4.444, 2.895], [-3.050, -0.891, 3.725], [-4.322, -1.150, 4.248], [-4.963, -0.199, 5.014], [-4.354, 1.020, 5.279], [-3.081, 1.281, 4.775], [-2.439, 0.334, 4.008], [-1.783, -2.745, -0.380], [-3.193, -3.955, -2.015], [-5.381, -4.866, -1.334], [-6.094, -4.737, 1.029], [-4.654, -3.606, 2.682], [-1.496, -2.457, 5.462], [0.008, -4.006, 6.689], [1.145, -5.834, 5.472], [0.845, -6.075, 3.033], [-0.678, -4.543, 1.822], [-4.808, -2.094, 4.049], [-5.951, -0.403, 5.405], [-4.863, 1.764, 5.871], [-2.605, 2.230, 4.982], [-1.447, 0.523, 3.603], [-1.652, -0.455, -1.986], [-1.110, 0.698, -3.390], [-1.978, 2.504, -3.267], [-1.305, 3.537, -2.628], [-1.911, 4.768, -2.449], [-3.215, 4.970, -2.872], [-3.901, 3.941, -3.495], [-3.278, 2.723, -3.699], [-1.679, -0.199, -5.092], [-0.816, -0.400, -6.161], [-1.194, -1.158, -7.256], [-2.450, -1.738, -7.300], [-3.326, -1.547, -6.244], [-2.939, -0.782, -5.158], [0.810, 1.143, -3.538], [1.224, 1.905, -4.624], [2.557, 2.228, -4.804], [3.493, 1.820, -3.868], [3.089, 1.089, -2.763], [1.757, 0.741, -2.611], [-2.538, -1.073, -2.121], [-0.296, 3.366, -2.280], [-1.370, 5.576, -1.975], [-3.698, 5.925, -2.710], [-4.924, 4.085, -3.815], [-3.800, 1.927, -4.209], [0.175, 0.032, -6.129], [-0.503, -1.305, -8.077], [-2.738, -2.354, -8.142], [-4.308, -2.002, -6.267], [-3.626, -0.645, -4.332], [0.484, 2.255, -5.334], [2.864, 2.801, -5.671], [4.537, 2.074, -4.004], [3.816, 0.785, -2.019], [1.447, 0.160, -1.747], [-3.960, 0.227, 0.322], [-1.971, 1.067, 0.226], [-1.782, 1.425, 1.243], [-2.077, 1.920, -0.448]], "e_homo_ev": [-2.72, -2.72], "relative_energy_ev": 5.686, "e_lumo_ev": [1.22, 1.22], "gap_ev": [3.95, 3.94], "total_charge": -1}



{"formula": "C3H4AuO4", "method": "ωB97M-V/def2-TZVPD", "elements": ["C", "C", "O", "C", "O", "O", "O", "Au", "H", "H", "H", "H"], "xyz": [[-0.635, -0.093, 1.103], [0.077, -1.207, 0.341], [0.385, -0.666, -0.950], [0.102, 0.607, -1.029], [0.074, 0.386, 2.138], [0.255, 1.267, -2.046], [-0.378, 1.109, 0.075], [0.863, 1.090, -3.602], [-1.718, -0.181, 1.240], [-0.560, -2.084, 0.192], [1.013, -1.482, 0.837], [0.522, 1.256, 1.700]], "e_homo_ev": [-15.64, -20.39], "relative_energy_ev": 0.000, "e_lumo_ev": [-9.39, -15.77], "gap_ev": [6.25, 4.62], "spin_multiplicity": 4, "total_charge": 2}



{"formula": "C4H9F", "method": "ωB97M-V/def2-TZVPD", "elements": ["C", "C", "C", "C", "F", "H", "H", "H", "H", "H", "H", "H", "H", "H"], "xyz": [[0.237, -1.414, 0.128], [-0.313, 0.047, -0.026], [0.005, 0.627, -1.365], [0.083, 0.828, 1.300], [-1.693, -0.118, 0.081], [1.286, -1.563, -0.199], [-0.396, -2.182, -0.518], [0.168, -1.670, 1.190], [-0.114, -0.158, -2.091], [0.973, 1.060, -1.356], [-0.752, 1.346, -1.775], [-0.339, 0.400, 2.288], [1.180, 0.996, 1.191], [-0.324, 1.799, 1.153]], "smiles": "CC(C)(C)F", "e_homo_ev": -10.92, "relative_energy_ev": 0.682, "e_lumo_ev": 0.99, "gap_ev": 11.91}



{"formula": "C11H22Cl15N2O3P", "method": "ωB97M-V/def2-TZVPD", "elements": ["N", "P", "C", "O", "O", "C", "N", "C", "C", "O", "Cl", "H", "H", "H", "H", "H", "H", "H", "H", "C", "Cl", "Cl", "H", "H", "C", "Cl", "Cl", "H", "H", "C", "Cl", "Cl", "H", "H", "C", "Cl", "Cl", "H", "H", "C", "Cl", "Cl", "H", "H", "C", "Cl", "Cl", "H", "H", "C", "Cl", "Cl", "H", "H"], "xyz": [[-3.436, 2.313, -1.325], [-2.217, 1.966, -0.273], [-1.070, 0.723, -1.162], [-1.478, 0.257, -2.376], [0.204, 0.186, -0.664], [1.060, 1.230, -0.073], [1.023, 1.029, 1.431], [2.562, 1.195, -0.734], [3.452, -0.132, -0.369], [2.973, -1.291, 0.124], [5.325, -0.077, -0.617], [-4.363, 2.076, -0.878], [-1.472, 3.180, -0.020], [-2.755, 1.484, 0.981], [0.647, 2.334, -0.261], [1.706, 0.310, 1.760], [0.076, 0.577, 1.607], [3.093, 2.224, -0.496], [2.401, 1.170, -1.916], [-4.354, 4.795, 1.041], [-5.738, 3.969, 1.767], [-3.693, 3.862, -0.307], [-4.676, 5.772, 0.673], [-3.578, 4.923, 1.799], [-3.158, -2.206, -0.255], [-3.795, -2.420, 1.380], [-3.620, -0.633, -0.917], [-2.068, -2.273, -0.224], [-3.558, -2.994, -0.898], [0.298, -2.382, -3.437], [-1.086, -3.208, -2.710], [0.960, -3.314, -4.785], [-0.024, -1.404, -3.804], [1.074, -2.253, -2.678], [8.648, -1.463, -2.482], [8.554, -0.097, -1.364], [7.548, -1.244, -3.849], [9.670, -1.545, -2.858], [8.376, -2.378, -1.950], [4.803, -2.702, 2.319], [4.233, -1.220, 3.097], [6.569, -2.736, 2.234], [4.458, -3.563, 2.897], [4.397, -2.750, 1.306], [-4.673, -6.130, -0.946], [-3.012, -5.532, -0.847], [-5.833, -4.797, -0.887], [-4.800, -6.671, -1.887], [-4.860, -6.802, -0.105], [-2.984, 5.846, 4.875], [-2.090, 5.900, 3.350], [-3.535, 4.205, 5.231], [-2.331, 6.186, 5.682], [-3.852, 6.505, 4.801]], "e_homo_ev": -7.19, "e_lumo_ev": -0.93, "gap_ev": 6.26}



{"formula": "C11H14N2O2", "method": "ωB97M-V/def2-TZVPD", "elements": ["C", "C", "C", "O", "C", "C", "C", "C", "C", "C", "N", "C", "O", "H", "H", "H", "H", "H", "H", "H", "H", "H", "H", "H", "H", "H", "C", "N", "H"], "xyz": [[2.848, -0.915, -2.443], [1.698, -1.001, -1.440], [1.756, 0.054, -0.371], [2.660, 0.129, 0.388], [0.552, 0.963, -0.292], [-0.605, 0.270, 0.191], [-0.693, -0.200, 1.501], [0.441, -0.038, 2.451], [-1.908, -0.870, 1.975], [-2.805, -1.132, 0.961], [-2.727, -0.658, -0.270], [-1.688, 0.067, -0.612], [-1.728, 0.650, -1.850], [2.693, -0.125, -3.186], [3.041, -1.860, -2.973], [3.802, -0.692, -1.840], [0.771, -0.951, -2.042], [1.816, -1.912, -0.891], [0.490, 1.411, -1.328], [0.753, 1.806, 0.284], [0.204, 0.564, 3.312], [1.368, 0.473, 2.078], [0.759, -0.922, 2.988], [-2.074, -1.202, 3.055], [-3.674, -1.700, 1.100], [-2.084, 0.138, -2.670], [-1.877, 2.422, 0.747], [-0.966, 3.135, 0.715], [-2.824, 2.098, 0.462]], "smiles": "CCC(=O)Cc1c(C)ccnc1O.C#N", "e_homo_ev": -9.14, "relative_energy_ev": 1.220, "e_lumo_ev": 0.52, "gap_ev": 9.66}